[1]
{
  "formula": "C4H8N2O",
  "method": "the ωB97M-V functional and the def2-TZVPD basis",
  "e_above_lowest_kcal_mol": 30.8,
  "energy_ev": -9305.058,
  "orbital_gap_ev": 9.4,
  "symbols": ["C", "C", "C", "N", "C", "N", "H", "H", "H", "H", "H", "H", "H", "H", "O"],
  "positions_angstrom": [[-1.046, -0.283, 2.126], [-0.197, -0.567, 0.927], [0.021, -1.666, 0.146], [0.947, -1.320, -0.821], [1.307, -0.106, -0.592], [0.566, 0.471, 0.418], [-0.406, 0.295, 2.780], [-1.839, 0.403, 1.820], [-1.483, -1.096, 2.696], [-0.441, -2.633, 0.177], [1.959, 0.418, -1.279], [0.754, 1.377, 0.819], [-1.539, 1.654, -2.314], [-0.034, 2.332, -2.014], [-0.996, 2.381, -2.023]],
  "lowdin_charge": [-0.04, -0.32, -0.10, 0.03, -0.24, 0.09, 0.07, 0.08, 0.08, 0.10, 0.11, 0.15, 0.03, 0.02, -0.06]
}

---

[2]
{
  "formula": "C5H12NO",
  "method": "the ωB97M-V functional and the def2-TZVPD basis",
  "e_above_lowest_kcal_mol": 6.0,
  "energy_ev": -8910.367,
  "charge": 1,
  "orbital_gap_ev": 11.2,
  "symbols": ["O", "C", "C", "N", "C", "C", "C", "H", "H", "H", "H", "H", "H", "H", "H", "H", "H", "H", "H"],
  "positions_angstrom": [[-0.179, 0.655, 2.708], [-0.895, 0.658, 1.493], [-0.287, -0.382, 0.576], [-0.943, -0.208, -0.775], [0.117, 0.047, -1.854], [1.304, -0.625, -1.205], [1.225, -0.260, 0.286], [-0.427, 1.449, 3.200], [-0.819, 1.680, 1.082], [-1.969, 0.490, 1.646], [-0.646, -1.327, 0.985], [-1.753, 0.428, -0.752], [-1.466, -1.047, -1.051], [-0.263, -0.419, -2.757], [0.231, 1.123, -1.959], [1.192, -1.695, -1.385], [2.262, -0.336, -1.633], [1.480, 0.754, 0.581], [1.838, -0.984, 0.813]],
  "lowdin_charge": [-0.02, -0.24, -0.23, 0.08, -0.07, -0.15, -0.08, 0.11, 0.14, 0.13, 0.17, 0.18, 0.19, 0.13, 0.14, 0.13, 0.13, 0.13, 0.13]
}

---

[3]
{
  "formula": "C6H8N2O3S",
  "method": "the ωB97M-V functional and the def2-TZVPD basis",
  "e_above_lowest_kcal_mol": 125.4,
  "energy_ev": -26304.304,
  "orbital_gap_ev": 8.7,
  "symbols": ["C", "C", "C", "C", "C", "C", "N", "N", "O", "O", "O", "S", "H", "H", "H", "H", "H", "H", "H", "H"],
  "positions_angstrom": [[-0.701, 0.349, 0.029], [0.434, 1.283, -0.164], [-1.926, 1.336, 1.838], [-0.510, -0.917, -0.759], [0.990, -1.159, -0.872], [1.511, -0.270, 1.755], [-1.669, 0.492, 0.818], [2.485, -1.125, 2.008], [2.752, -1.666, 3.059], [-1.237, 1.442, 2.823], [3.133, -1.364, 0.901], [1.871, 0.137, 0.105], [0.458, 2.102, 0.550], [0.504, 1.663, -1.180], [-2.919, 1.810, 1.736], [-1.018, -1.732, -0.245], [-0.967, -0.809, -1.745], [1.308, -2.115, -0.467], [1.363, -1.066, -1.888], [0.878, 0.237, 2.453]],
  "lowdin_charge": [-0.36, -0.24, -0.36, -0.14, -0.27, -0.25, 0.17, -0.50, 0.05, 0.05, -0.19, 1.16, 0.10, 0.10, 0.13, 0.13, 0.13, 0.10, 0.09, 0.09]
}

---

[4]
{
  "formula": "C17H31OY",
  "method": "the ωB97M-V functional and the def2-TZVPD basis",
  "e_above_lowest_kcal_mol": 0.0,
  "energy_ev": -21207.614,
  "charge": 2,
  "orbital_gap_ev": 8.0,
  "symbols": ["C", "H", "H", "H", "C", "H", "H", "C", "H", "H", "H", "C", "C", "C", "C", "C", "C", "C", "C", "C", "C", "Y", "H", "H", "H", "H", "H", "H", "H", "H", "H", "H", "H", "H", "H", "H", "H", "C", "C", "C", "O", "C", "H", "H", "H", "H", "H", "H", "H", "H"],
  "positions_angstrom": [[1.001, -3.823, -0.553], [1.818, -4.540, -0.701], [0.378, -3.877, -1.466], [0.385, -4.166, 0.279], [1.537, -2.372, -0.302], [1.109, -1.720, -1.060], [1.164, -2.023, 0.673], [3.062, -2.266, -0.298], [3.451, -1.367, 0.208], [3.437, -3.132, 0.264], [3.519, -2.305, -1.298], [-0.271, 2.584, -0.756], [1.063, 2.443, -1.284], [1.122, 1.199, -1.999], [-0.170, 0.577, -1.928], [-1.031, 1.426, -1.162], [-2.480, 1.189, -0.950], [-0.592, -0.654, -2.661], [2.240, 0.709, -2.850], [2.165, 3.451, -1.133], [-0.790, 3.769, -0.015], [0.665, 0.741, 0.357], [-1.477, -1.102, -2.189], [-0.851, -0.444, -3.713], [0.220, -1.394, -2.681], [-2.721, 0.130, -1.104], [-2.781, 1.495, 0.058], [-3.114, 1.747, -1.656], [0.005, 4.253, 0.567], [-1.193, 4.522, -0.709], [-1.603, 3.494, 0.668], [3.084, 3.099, -1.624], [1.852, 4.392, -1.616], [2.436, 3.667, -0.082], [2.486, -0.350, -2.680], [1.958, 0.840, -3.908], [3.155, 1.282, -2.671], [-1.097, -0.738, 4.280], [-2.385, -0.099, 3.737], [-2.076, 0.367, 2.308], [-0.694, 0.028, 1.994], [-0.046, -0.650, 3.182], [-0.756, -0.166, 5.138], [-1.254, -1.774, 4.584], [-2.653, 0.768, 4.355], [-3.265, -0.761, 3.762], [-2.712, -0.130, 1.568], [-2.154, 1.460, 2.244], [0.783, -0.004, 3.493], [0.303, -1.631, 2.843]],
  "lowdin_charge": [-0.06, 0.09, 0.08, 0.08, -0.32, 0.03, 0.06, -0.10, 0.07, 0.09, 0.09, -0.32, -0.30, -0.29, -0.30, -0.31, -0.01, -0.01, 0.00, -0.01, 0.00, 1.80, 0.09, 0.12, 0.07, 0.09, 0.06, 0.12, 0.09, 0.12, 0.08, 0.09, 0.12, 0.09, 0.08, 0.12, 0.09, -0.12, -0.11, -0.15, -0.33, -0.11, 0.12, 0.13, 0.13, 0.13, 0.13, 0.12, 0.13, 0.12]
}